A structure of composition C12H16AlF2O4P2 at a distorted geometry. Source: the OMol25 dataset; level of theory: ωB97M-V with the def2-TZVPD basis set.

CARTESIAN COORDINATES (ANGSTROEM)
1 P 0.56043 -1.33412 4.07761
2 P -3.10679 -0.90769 3.30970
3 Al -1.12163 0.32518 3.80850
4 F -1.37598 0.76910 0.77319
5 F 3.48921 1.97533 -3.01580
6 O -4.20247 -0.52385 4.56979
7 O 1.95792 -0.83560 3.66675
8 O -3.68232 -0.60210 1.94514
9 O -2.80417 -2.57794 3.52494
10 C 3.30667 -2.05424 -2.23548
11 C 3.64107 0.20148 -1.46902
12 C -1.90977 2.07298 -3.07082
13 C -0.62608 1.94126 -2.55309
14 C 3.57315 -1.16010 -1.20575
15 C 3.10263 -1.58768 -3.52912
16 C -3.01500 1.76253 -2.28266
17 C 3.43028 0.65440 -2.76004
18 C -2.83692 1.31483 -0.97915
19 C -0.44580 1.50494 -1.24706
20 C -1.55259 1.19406 -0.47756
21 C 3.15918 -0.22518 -3.79340
22 H -3.67032 -0.60714 5.36862
23 H -3.68140 1.05868 -0.35134
24 H -0.79559 1.32083 2.64272
25 H -2.21057 -2.64957 4.27850
26 H 2.89807 -2.28528 -4.33151
27 H -2.05110 2.41738 -4.08893
28 H 0.47840 -1.80294 5.42982
29 H 2.99424 0.15719 -4.79297
30 H 0.54606 1.40503 -0.82413
31 H 3.85534 0.91109 -0.67991
32 H 0.23480 2.17856 -3.16682
33 H 0.19991 -2.46645 3.25863
34 H 3.72716 -1.52220 -0.19722
35 H -1.30670 1.19860 5.15071
36 H -4.01498 1.86828 -2.68511
37 H 3.25704 -3.11657 -2.03057

Calculated values
**HOMO**: -0.190 hartree
**Total charge**: -1
**Kohn-Sham gap**: 7.9042 eV
**Multiplicity**: 1
**Lowest unoccupied orbital energy**: 2.730 eV
**Total energy**: -1892.8373 hartree